C12H31ClNO9S3 | the ωB97M-V functional and the def2-TZVPD basis

Each line ends with the Mulliken spin population.
Geometry (Å):
C  9.565  -26.477  0.174  0.000
S  8.411  -21.131  -3.157  0.000
H  10.928  -27.376  -5.084  0.000
H  9.936  -22.675  1.382  0.000
H  10.662  -20.684  -2.030  0.001
H  12.907  -21.031  1.801  0.000
C  11.759  -28.687  -6.632  0.000
H  11.286  -22.347  0.274  0.000
H  15.765  -22.061  -0.013  0.000
C  15.959  -21.139  -0.560  0.063
O  16.797  -24.747  -2.513  0.001
O  9.916  -24.134  -2.214  0.000
H  9.461  -25.450  0.524  0.000
O  10.924  -19.449  0.248  0.004
C  15.881  -25.453  -3.358  0.001
S  15.113  -21.269  -2.200  0.252
H  8.125  -18.832  -1.985  0.000
H  12.689  -21.815  -2.547  0.004
O  12.183  -24.688  -2.731  0.000
S  10.549  -20.403  1.393  0.001
C  12.974  -27.789  -4.964  0.000
C  10.199  -20.629  -3.015  -0.001
H  13.464  -29.598  -7.712  0.000
H  13.227  -21.042  -0.948  0.012
H  16.254  -26.447  -3.606  0.000
H  14.879  -25.499  -2.931  -0.001
Cl  10.839  -24.756  -3.123  0.000
C  13.132  -29.027  -6.857  0.000
H  14.949  -28.458  -5.650  0.000
O  7.876  -20.517  -4.452  0.000
H  9.342  -27.195  0.963  0.000
H  15.671  -20.253  0.007  0.002
H  17.367  -25.381  -2.071  0.000
H  13.159  -27.173  -4.096  0.000
H  8.824  -26.138  -1.574  0.000
C  13.884  -28.396  -5.817  0.000
H  10.689  -21.319  -3.702  0.000
N  11.663  -27.931  -5.498  0.000
H  10.910  -28.902  -7.264  0.000
C  7.829  -19.881  -2.008  0.000
C  12.024  -20.852  2.415  0.000
O  8.563  -26.687  -0.831  0.000
H  15.798  -24.908  -4.299  0.000
C  10.283  -22.038  0.568  0.000
H  10.584  -26.591  -0.197  0.000
H  12.316  -20.078  3.126  0.000
H  13.507  -22.791  -1.316  0.000
H  17.046  -21.204  -0.602  0.000
O  10.558  -26.128  -3.471  0.000
O  15.109  -19.853  -2.715  0.583
H  9.576  -22.112  -0.259  0.000
H  10.404  -19.604  -3.323  0.000
H  11.753  -21.784  2.911  0.000
H  6.747  -19.988  -2.077  0.000
C  13.404  -21.786  -1.725  0.074
O  10.782  -23.990  -4.295  0.000
H  8.035  -20.333  -1.038  0.000

The value obtained for the HOMO-LUMO gap (spin up / spin down) is 0.2220 / 0.0538 hartree. Its total energy is -77876.7051 eV. The net charge is 0. The multiplicity is 2.